## a
C5H20FN10O5Zn | the ωB97M-V functional and the def2-TZVPD basis

```
42
Properties=species:S:1:pos:R:3
H 0.458 -4.284 -0.844
C -2.208 1.908 -1.113
C 1.284 -3.064 0.506
H 1.842 -4.886 0.083
H 3.242 0.441 -2.652
H 2.197 1.419 2.664
O -1.414 -0.163 1.310
O 0.966 0.717 0.646
F -1.700 -1.498 -1.308
H 0.971 -0.674 -4.926
N 1.948 -3.336 1.542
C 1.494 -0.423 -2.989
H 1.865 -2.697 2.320
O -1.072 1.371 -1.222
N -1.741 0.737 3.275
N 2.668 0.013 -3.364
C 1.407 1.846 0.907
N 2.161 2.119 1.937
Zn -0.262 -0.437 -0.419
N -1.691 -1.363 3.102
H -2.715 1.523 0.874
H -0.203 -1.129 -3.629
N -2.583 2.636 -2.071
H -2.177 -1.479 3.980
N 0.675 -0.758 -3.964
H -1.483 -2.101 2.446
H 2.243 -4.296 1.655
N -3.015 1.795 -0.051
H -1.607 1.669 2.909
H -2.018 2.580 -2.906
H -3.964 2.140 -0.011
H 2.431 3.079 2.099
H -3.426 3.185 -2.157
O 1.138 -0.559 -1.876
N 0.969 2.916 0.358
H 2.801 0.324 -4.315
O 0.676 -2.013 0.413
C -1.558 -0.251 2.495
H 0.565 2.866 -0.567
H -1.730 0.589 4.274
N 1.109 -4.209 -0.076
H 1.456 3.745 0.666
```

Output
Frontier orbital gap in eV: 9.36
Total charge: +1

Atomic partial charges in e from the Löwdin method, atoms 1 to 4: 0.1397 -0.6639 -0.7189 0.1230

## b
C5H20FN10O5Zn | the ωB97M-V functional and the def2-TZVPD basis

```
42
Properties=species:S:1:pos:R:3
H 1.138 7.671 25.632
H 4.578 5.065 18.527
C 5.332 -0.060 28.904
N 4.958 -3.166 21.589
C 1.712 5.914 26.664
H 9.446 1.983 25.108
H 6.140 -4.469 23.310
N 9.842 2.713 24.533
F 1.040 0.569 24.243
H 10.763 4.402 23.171
H 2.987 1.469 18.006
C 3.616 3.297 18.694
N 6.304 -3.473 23.326
H 5.165 -4.120 21.329
N 3.879 4.431 18.168
O 5.583 -1.496 22.822
N 1.758 5.514 27.863
H 3.526 2.704 16.884
C 5.571 -2.655 22.597
N 1.180 7.117 26.475
H 1.316 5.959 28.655
H 10.833 2.892 24.455
H 6.998 -3.154 23.987
H 6.394 -0.205 30.531
O 4.921 0.662 28.030
H 9.219 5.179 22.898
H 6.829 1.143 29.564
N 3.262 2.423 17.817
H 4.555 -1.692 28.164
H 0.707 7.518 27.272
N 5.095 -1.335 28.939
H 2.117 4.587 28.044
O 2.304 5.414 25.751
H 3.605 4.679 17.228
Zn 3.898 2.098 24.106
N 6.244 0.329 29.687
O 7.931 3.623 24.030
H 5.402 -1.978 29.655
H 4.449 -2.519 21.004
C 9.097 3.657 24.057
N 9.788 4.520 23.409
O 3.679 2.986 19.913
```

Output
Frontier orbital gap in eV: 3.17
Total charge: +1

Atomic partial charges in e from the Löwdin method, atoms 1 to 4: 0.1230 0.1293 -0.8370 0.1808

What should be chosen as the most stable of them? Choose a.

## a
C4H8NO2S | the ωB97M-V functional and the def2-TZVPD basis

```
16
Properties=species:S:1:pos:R:3
O 1.697 -0.585 -0.525
H -0.391 0.695 -1.155
H 2.096 0.004 -1.457
H -1.195 -2.153 1.796
C -1.104 -1.054 1.740
H -2.543 0.065 0.430
C -0.536 0.451 -0.128
H 3.944 1.094 -1.401
H -0.531 1.401 0.448
S 3.106 0.807 -2.421
C -1.681 -0.474 0.411
H -1.564 -1.323 -0.297
O 1.269 -1.115 2.244
C 0.412 -0.798 1.447
H -1.368 -0.674 2.758
N 0.650 -0.200 0.283
```

Output
Frontier orbital gap in eV: 7.29
Total charge: -1

Atomic partial charges in e from the Löwdin method, atoms 1 to 4: -0.1911 0.1115 -0.2059 0.1037

## b
C4H8NO2S | the ωB97M-V functional and the def2-TZVPD basis

```
16
Properties=species:S:1:pos:R:3
C 0.838 -0.759 0.180
H 2.817 -1.242 -0.141
H -1.017 1.109 -0.707
H -2.314 -0.269 0.281
C 0.064 -1.438 -0.700
H 0.396 -2.370 -1.127
S -2.942 0.102 -0.843
N 0.539 0.460 0.638
C 2.153 -1.268 0.766
H 2.023 -2.349 0.994
H 1.383 0.756 1.165
O 0.803 2.032 -0.938
H -0.530 2.257 0.586
H -0.846 -0.963 -1.023
C -0.115 1.559 -0.169
O 2.568 -0.500 1.762
```

Output
Frontier orbital gap in eV: 4.26
Total charge: -1

Atomic partial charges in e from the Löwdin method, atoms 1 to 4: -0.3370 0.1216 -0.0175 -0.3201

What should be chosen as the most stable of them? Choose a.

## a
C4H3NO2 | the ωB97M-V functional and the def2-TZVPD basis

```
10
Properties=species:S:1:pos:R:3
C -1.381 0.887 0.043
H 2.217 2.521 0.890
C -1.418 -0.364 -0.374
H -0.545 -0.763 -0.805
O -1.477 1.972 0.419
C -2.588 -1.230 -0.019
O -3.464 -0.971 0.764
N 1.758 1.753 0.650
C 1.509 0.635 0.480
H -2.623 -2.182 -0.692
```

Output
Frontier orbital gap (alpha / beta) in eV: 6.50 / 7.62
2S+1: 3
<S²>: 2.01

Atomic partial charges in e from the Löwdin method, atoms 1 to 4: -0.2683 0.0154 -0.0095 0.0651

## b
C4H3NO2 | the ωB97M-V functional and the def2-TZVPD basis

```
10
Properties=species:S:1:pos:R:3
H 1.478 -1.769 0.836
C -0.464 0.841 0.936
C 0.828 -1.007 0.419
O 0.893 -1.665 -1.934
H -0.798 1.484 1.735
N 0.344 -0.138 1.277
C 0.654 -1.108 -0.943
C -0.876 1.072 -0.384
O -0.515 0.372 -1.357
H -1.543 1.918 -0.585
```

Output
Frontier orbital gap (alpha / beta) in eV: 7.64 / 6.86
2S+1: 3
<S²>: 2.01

Atomic partial charges in e from the Löwdin method, atoms 1 to 4: 0.1315 -0.1013 -0.0941 0.2069

What should be chosen as the most stable of them? Choose b.